Entry 1:
A structure of composition C22H45InN2P3Se at a distorted geometry. Source: the OMol25 dataset; level of theory: wB97M-V/def2-TZVPD.

Calculated values
HOMO (spin up / spin down): -16.52 / -16.48 eV
gap between HOMO and LUMO (spin up / spin down): 4.4 / 4.7 eV
net charge: +3

XYZ file:
```
74
Properties=species:S:1:pos:R:3:forces:R:3:lowdin_charge:R:1
In 0.45938 -2.93273 -0.51207 0.021 0.200 0.935 0.8818
P 0.25659 1.54667 1.15344 -0.817 2.173 1.472 0.9391
P -2.53009 0.28028 -0.63563 -1.168 0.522 0.294 0.7795
P 2.31427 -0.70148 -0.87796 1.322 0.580 -0.299 0.6447
H -1.42487 -3.44314 -5.05935 0.440 -0.680 0.235 0.0603
C -0.66458 -4.05752 -4.53910 -0.089 0.159 0.581 -0.0275
C -0.46488 -3.87117 -3.22029 -0.284 -0.611 -1.610 -0.1971
H -1.15586 -3.19524 -2.69100 0.540 -0.282 -0.031 -0.0119
C 0.20227 3.19436 0.31684 0.024 -0.686 -0.907 -0.2375
C -1.09602 1.78247 2.38945 -0.350 -0.822 -0.243 -0.2423
C 1.69956 1.82740 2.27491 0.615 -0.935 -0.119 -0.2325
C -3.41830 -0.51089 -2.04220 0.428 -0.288 -0.027 -0.2716
C -3.76343 -0.03543 0.69993 0.299 -0.103 0.336 -0.2665
C -2.99672 2.03028 -1.01639 0.415 0.014 -0.120 -0.3038
C 2.89350 -1.44750 -2.46271 -0.243 -0.110 -0.149 -0.2848
C 3.62171 -1.35568 0.24689 -0.179 -0.234 0.376 -0.2721
C 2.98844 1.00623 -1.11593 -0.233 0.136 -0.116 -0.2855
H -0.13698 -4.84082 -5.11306 -0.243 0.700 0.334 0.0870
H 0.29232 -4.48429 -2.70291 -0.676 0.371 -0.135 0.0010
H 0.42744 3.97060 1.06159 -0.123 -0.268 -0.163 0.0776
H -0.78622 3.35779 -0.13435 0.382 0.040 0.169 0.0267
H 0.96490 3.19883 -0.47608 -0.191 0.283 0.241 0.0341
H -0.83757 2.61080 3.06617 0.104 -0.162 -0.314 0.0813
H -1.20225 0.86295 2.98504 -0.001 0.261 -0.082 0.0496
H -2.06208 1.99256 1.90791 0.386 -0.037 0.137 0.0303
H 1.99973 2.88765 2.21722 -0.148 -0.468 -0.039 0.0754
H 2.55092 1.19422 1.96510 -0.210 0.413 0.345 0.0220
H 1.41553 1.57589 3.31229 0.121 0.035 -0.511 0.0629
H -4.45674 -0.14681 -2.05796 0.327 -0.152 -0.057 0.0731
H -3.40745 -1.60234 -1.89976 -0.097 0.306 -0.185 0.0488
H -2.91506 -0.25521 -2.98692 -0.332 -0.139 0.172 0.0183
H -4.58677 0.69164 0.64296 0.239 -0.245 -0.038 0.0698
H -3.26719 0.06192 1.67577 -0.335 -0.112 -0.188 0.0261
H -4.17332 -1.04928 0.60441 0.093 0.315 0.044 0.0450
H -4.06610 2.06783 -1.26352 0.269 0.048 0.088 0.0680
H -2.41631 2.37112 -1.88783 -0.414 0.147 0.335 -0.0231
H -2.79054 2.69222 -0.16528 -0.163 -0.141 -0.260 0.0324
H 3.99317 -1.49072 -2.47720 -0.392 0.076 -0.103 0.0662
H 2.52919 -0.84548 -3.30785 0.130 -0.172 0.153 0.0414
H 2.49049 -2.46459 -2.58013 0.226 0.234 -0.060 0.0129
H 4.49441 -1.70414 -0.32226 -0.232 0.157 0.209 0.0651
H 3.22929 -2.19914 0.82854 0.237 0.004 -0.038 0.0212
H 3.94964 -0.58207 0.95693 -0.100 -0.197 -0.203 0.0497
H 4.01174 0.97169 -1.52746 -0.392 -0.015 0.198 0.0758
H 3.00235 1.55768 -0.16318 0.045 -0.164 -0.377 0.0206
H 2.33285 1.53653 -1.82386 0.375 -0.030 0.214 -0.0146
C -0.02590 0.62156 -4.73112 0.309 0.954 1.163 -0.4999
C -0.51936 -0.61654 -5.19461 0.211 -0.574 -0.674 -0.0627
C -0.18809 -1.03241 -6.49139 -0.543 0.129 1.247 0.0028
C 0.59329 -0.19492 -7.31073 0.093 0.288 -0.136 0.0414
C 1.08069 1.03604 -6.83216 0.232 0.750 0.403 0.0001
C 0.79592 1.43064 -5.52994 0.494 0.588 -1.314 -0.0969
Se -0.26457 1.36120 -2.97256 0.230 -2.135 -1.688 1.0835
H -0.49094 -0.04891 -2.53550 -0.177 0.672 0.372 -0.0951
H -1.11144 -1.22763 -4.51671 0.046 0.008 -0.339 0.0837
H -0.55045 -1.99331 -6.86674 0.148 0.388 0.128 0.1287
H 0.82563 -0.48326 -8.33733 -0.111 -0.022 0.300 0.1443
H 1.67202 1.70418 -7.48179 -0.302 -0.581 0.400 0.1460
H 1.20327 2.36034 -5.10543 -0.222 -0.399 -0.468 0.1204
C 1.18539 -1.59855 5.21919 0.257 0.262 0.639 0.0018
C 0.42405 -1.90604 3.98388 -0.408 -0.708 -0.264 -0.2786
C -0.78745 -2.55275 3.77534 -0.173 0.040 0.282 0.0444
C -1.00475 -2.61003 2.39261 1.301 0.715 0.650 -0.3619
N 0.04311 -2.04149 1.76599 -0.175 -0.113 -0.375 -0.0997
N 0.88633 -1.64870 2.75095 1.421 1.049 -0.419 0.0191
C -2.16703 -3.15873 1.68187 -0.676 -0.497 -0.058 -0.0297
H 0.60058 -0.92747 5.87003 0.211 -0.279 -0.206 0.1023
H 1.39844 -2.51194 5.80235 -0.150 0.358 -0.327 0.1100
H 2.15067 -1.10424 5.01526 -0.385 -0.218 -0.033 0.0896
H -1.42207 -2.97042 4.53485 -0.106 0.039 0.125 0.1323
H 1.78688 -1.16605 2.53735 -1.291 -0.822 0.163 0.1533
H -2.57140 -3.98269 2.27262 -0.043 -0.031 -0.168 0.1105
H -2.97042 -2.42787 1.58390 0.128 -0.005 0.037 0.0601
H -1.94807 -3.54902 0.68310 0.053 0.021 0.068 0.0337
```
Forces are in eV/Å.

Entry 2:
A structure of composition C22H45N2O2P3SZr at a distorted geometry. Source: the OMol25 dataset; level of theory: wB97M-V/def2-TZVPD.

Calculated values
HOMO (spin up / spin down): -17.69 / -17.69 eV
energy relative to the best compared isomer or geometry (same formula, charge and spin): 37.4 kcal/mol
gap between HOMO and LUMO (spin up / spin down): 3.5 / 3.5 eV
net charge: +4

XYZ file:
```
76
Properties=species:S:1:pos:R:3:forces:R:3:lowdin_charge:R:1
P 3.74669 -0.80778 -0.88910 -0.371 0.025 -0.388 0.7656
C 4.07704 -1.12867 0.87526 -0.196 0.142 0.203 -0.2848
H 5.11761 -0.89226 1.12450 -0.212 -0.229 0.122 0.0668
H 3.83578 -2.17159 1.10851 0.236 0.123 -0.035 0.0388
H 3.40730 -0.48637 1.45871 0.256 0.032 0.118 0.0058
C 4.21329 -2.38193 -1.67454 -0.195 0.016 -0.080 -0.2802
H 3.94672 -2.34113 -2.73577 0.263 -0.068 0.064 0.0386
H 3.62627 -3.18928 -1.22484 0.224 0.003 -0.043 0.0411
H 5.28559 -2.56260 -1.55767 -0.155 -0.187 -0.093 0.0659
C 5.13505 0.28210 -1.33767 -0.307 0.127 -0.032 -0.2685
H 6.06841 -0.17032 -0.98615 -0.024 0.264 -0.185 0.0643
H 4.97315 1.26250 -0.87504 0.264 -0.135 -0.034 0.0434
H 5.14595 0.42141 -2.42487 0.205 -0.051 0.191 0.0506
P -0.96188 3.30849 -1.36774 -0.230 0.507 -0.494 0.7619
C -0.92103 3.91500 0.33590 0.194 -0.154 0.510 -0.2519
H -0.98723 5.01072 0.35506 -0.054 -0.272 0.003 0.0830
H 0.01064 3.60950 0.82239 -0.077 0.222 -0.031 0.0254
H -1.75889 3.48983 0.89884 0.086 0.150 -0.094 0.0396
C -0.21383 4.69203 -2.28054 0.427 -0.230 -0.187 -0.2257
H -0.22293 4.49917 -3.35704 -0.070 0.130 0.095 0.0527
H 0.82915 4.82079 -1.97617 -0.116 0.083 -0.016 0.0667
H -0.77975 5.60620 -2.06218 0.133 -0.194 -0.068 0.0780
C -2.72201 3.49630 -1.80486 -0.147 -0.382 -0.038 -0.2419
H -2.98819 4.55968 -1.84978 -0.010 -0.251 0.058 0.0797
H -3.34159 2.98672 -1.05921 -0.020 0.176 -0.080 0.0491
H -2.92858 3.03001 -2.77348 -0.031 0.226 0.056 0.0404
P -2.86004 -2.81122 0.34929 -0.496 -0.112 -2.163 0.8858
C -3.74635 -2.97340 1.88545 0.168 0.174 0.387 -0.1489
H -4.44118 -3.81689 1.73249 0.115 0.224 0.081 0.1083
H -4.31163 -2.05215 2.11513 0.191 -0.482 -0.128 0.0871
H -3.04824 -3.22254 2.70106 -0.345 0.009 -0.226 0.0793
C -3.89250 -2.12448 -0.98083 -0.091 0.254 0.192 -0.1411
H -4.74412 -2.81248 -1.11141 0.213 0.169 0.041 0.0987
H -3.33764 -2.07338 -1.93453 -0.136 -0.099 0.511 0.0661
H -4.29258 -1.12826 -0.72719 0.154 -0.383 -0.042 0.0833
C -2.21496 -4.35763 -0.32093 0.384 -0.165 0.280 -0.1338
H -3.05663 -4.95599 -0.70113 0.068 0.167 0.228 0.1024
H -1.68147 -4.92700 0.45269 -0.112 0.051 -0.235 0.0890
H -1.54274 -4.15706 -1.17049 -0.187 0.023 0.316 0.0853
Zr -0.15684 0.65348 -2.09003 -0.966 2.599 6.289 1.3061
C 1.52745 1.43875 -0.63716 3.381 1.114 4.202 -0.1250
O 2.19549 1.88601 0.21674 -2.896 -1.495 -3.671 0.0666
C -1.37672 -1.64740 0.43917 1.856 3.775 -2.323 -0.6444
O -0.99979 -0.81319 -0.46667 -2.028 -3.265 3.328 -0.1837
C -1.39355 0.26873 -3.89382 -0.122 -1.435 -3.071 -0.1456
C -0.71634 -0.93474 -3.54601 -2.513 0.409 -1.112 -0.1811
C 0.69731 -0.93296 -3.37803 2.268 -0.287 0.046 -0.1905
C 1.42663 0.25754 -3.63786 0.750 -0.569 -2.669 -0.1668
C 0.75708 1.43977 -4.01499 2.275 -0.027 0.188 -0.1432
C -0.65856 1.46910 -4.09139 -2.246 -0.357 -0.130 -0.2010
H -2.48327 0.27504 -3.99600 0.362 -0.043 0.008 0.1552
H -1.28623 -1.85991 -3.43671 0.198 0.367 -0.046 0.1328
H 1.22676 -1.84565 -3.09127 -0.146 0.420 -0.148 0.1363
H 2.51244 0.25179 -3.51464 -0.396 0.060 -0.115 0.1327
H 1.32049 2.34901 -4.21160 -0.019 -0.232 0.028 0.1514
H -1.18067 2.39884 -4.30657 0.110 -0.276 -0.126 0.1307
C 1.21442 0.14849 4.89914 0.116 0.407 0.601 0.0218
N 1.01670 -0.72454 3.74268 -1.811 -0.681 -1.248 -0.1178
C 1.86459 -1.92323 3.72468 0.795 -0.534 -0.340 -0.0245
C -0.08853 -0.65779 2.98454 0.937 1.621 1.287 -0.4610
S -0.36168 -1.98456 1.84963 0.432 -1.711 0.635 1.1290
N -0.99401 0.33532 3.10897 0.190 -0.484 -0.918 -0.1561
C -0.56828 1.73497 3.19172 0.275 0.845 0.466 -0.0047
C -2.38499 0.10552 2.72793 -0.130 -0.199 0.526 -0.0191
H 0.26097 0.42781 5.34181 0.037 -0.100 0.030 0.1107
H 1.77958 1.04241 4.62154 -0.113 -0.076 -0.053 0.1252
H 1.80754 -0.39553 5.63548 -0.230 0.097 -0.080 0.1184
H 2.59392 -1.81332 4.53280 -0.162 -0.162 -0.329 0.1200
H 1.27293 -2.83100 3.91288 0.068 0.281 0.035 0.1114
H 2.41847 -2.03446 2.78357 -0.245 0.129 0.245 0.0653
H -1.40884 2.35840 2.87088 0.305 -0.164 0.098 0.0900
H -0.33176 2.00263 4.22926 -0.056 0.166 -0.475 0.1034
H 0.29356 1.94618 2.53947 -0.229 -0.208 0.291 0.0986
H -2.48384 -0.18126 1.66829 -0.104 0.253 0.100 0.0577
H -2.79816 -0.69639 3.35959 -0.015 0.383 -0.255 0.1102
H -2.93695 1.04009 2.89986 0.067 -0.523 -0.055 0.1251
```
Forces are in eV/Å.

Entry 3:
A structure of composition C22H45N2OP3SeTb at a distorted geometry. Source: the OMol25 dataset; level of theory: wB97M-V/def2-TZVPD.

Calculated values
⟨S²⟩: 12.924
HOMO (spin up / spin down): -15.40 / -15.40 eV
energy relative to the best compared isomer or geometry (same formula, charge and spin): 86.0 kcal/mol
gap between HOMO and LUMO (spin up / spin down): 3.4 / 7.0 eV
spin multiplicity: 7
net charge: +3

XYZ file:
```
75
Properties=species:S:1:pos:R:3:forces:R:3:lowdin_charge:R:1
Tb 1.42323 -0.80538 -0.31555 -0.877 -1.058 2.299 0.8578
P 2.42384 -0.11520 -2.64578 0.383 -0.280 -0.859 0.6487
P -1.21674 -0.98790 -1.89919 -2.233 -0.199 -1.666 0.7443
P 1.94887 0.37641 2.39396 1.036 0.250 1.360 0.6964
H -2.21814 -2.89470 1.32584 0.007 0.426 -0.058 0.0502
C -1.85385 -2.28467 2.15297 0.132 0.719 0.295 -0.0515
C -2.31035 -1.05108 2.44988 0.443 -0.463 -0.607 -0.0649
H -2.95994 -0.48273 1.77633 -0.178 -0.499 0.262 0.0408
C 2.47604 -1.97179 -2.70607 0.514 -1.101 -0.421 -0.3105
C 2.24600 0.40704 -4.36725 -0.166 0.514 -0.089 -0.2339
C 4.06029 0.37447 -1.95053 -0.098 0.408 0.136 -0.2533
C -2.98839 -1.05319 -1.34175 0.032 0.081 0.824 -0.2294
C -1.55474 0.04721 -3.39347 0.567 0.309 -0.144 -0.2565
C -1.17853 -2.62182 -2.76806 0.709 -0.318 0.389 -0.2498
C 1.19867 0.35043 4.09427 -0.438 -0.132 -0.084 -0.2500
C 3.04848 1.86684 2.48065 -0.298 -0.033 -0.321 -0.2579
C 3.27700 -0.86707 2.70544 -0.108 -0.251 0.030 -0.3027
H -1.08505 -2.78982 2.74455 -0.493 0.171 0.208 0.0599
H -2.05231 -0.50669 3.35936 0.234 -0.340 -0.160 0.0449
H 3.54723 -2.28963 -2.66428 -0.873 -0.057 0.078 0.0763
H 2.09580 -2.30243 -3.71067 0.222 0.234 1.024 0.0747
H 1.89181 -2.57921 -1.91529 0.811 0.709 -1.120 0.0177
H 3.19008 0.46854 -4.93427 -0.419 -0.143 0.265 0.0808
H 1.77951 1.40278 -4.29538 0.264 -0.229 -0.387 0.0561
H 1.52533 -0.27265 -4.85155 0.366 0.276 0.078 0.0587
H 4.88102 0.41941 -2.68692 -0.371 -0.089 0.269 0.0816
H 4.38308 -0.27685 -1.11330 -0.161 0.137 -0.405 0.0440
H 3.87712 1.37715 -1.52417 0.436 -0.240 -0.240 0.0502
H -3.59699 -1.69957 -1.99542 0.503 0.168 0.086 0.0776
H -3.43597 -0.05050 -1.38589 0.239 -0.199 0.171 0.0435
H -3.06641 -1.43661 -0.31677 -0.088 0.108 -0.265 0.0156
H -2.10903 -0.51035 -4.15838 0.146 -0.120 0.319 0.0751
H -0.61156 0.37755 -3.83530 -0.142 0.112 -0.073 0.0228
H -2.15888 0.92462 -3.15128 0.305 -0.127 0.116 0.0115
H -2.03372 -2.71064 -3.44747 0.108 0.200 0.236 0.0688
H -1.22301 -3.43481 -2.03403 0.059 0.057 -0.179 0.0618
H -0.26201 -2.72466 -3.35877 -0.150 -0.072 0.106 0.0319
H 1.93652 0.00846 4.83631 -0.183 0.163 -0.340 0.0627
H 0.35537 -0.35659 4.10159 0.231 0.206 0.098 0.0332
H 0.83166 1.33558 4.42093 0.145 -0.294 -0.265 0.0504
H 3.73825 1.79552 3.33436 -0.285 -0.006 -0.218 0.0713
H 2.46410 2.79320 2.55811 0.214 -0.194 -0.040 0.0424
H 3.64015 1.89681 1.55388 -0.075 0.152 0.265 0.0399
H 3.64548 -0.66030 3.72083 0.150 -0.233 -0.388 0.0659
H 4.11666 -0.75283 1.99797 -0.212 -0.079 0.194 0.0595
H 2.87563 -1.89266 2.65500 0.275 0.516 0.154 0.0060
C 3.44660 -4.36012 1.59105 0.451 -1.743 0.885 -0.2827
C 4.13041 -5.29955 0.78289 -0.685 -0.049 0.467 -0.0235
C 4.55613 -6.52904 1.31879 -0.286 0.773 0.366 -0.0511
C 4.45048 -6.73333 2.69743 0.292 0.142 0.602 -0.0653
C 4.00237 -5.71037 3.55251 -0.191 0.586 -0.424 -0.0544
C 3.46512 -4.50694 3.01120 0.012 -0.299 -0.634 -0.0187
O 2.63841 -3.36945 0.91299 2.136 1.823 -0.209 -0.1366
H 3.34473 -2.68347 0.68076 -1.105 -1.241 0.348 0.0693
H 4.28031 -5.09936 -0.27633 -0.355 -0.102 0.087 0.1100
H 4.92561 -7.32086 0.66522 0.069 0.383 0.205 0.1208
H 4.80347 -7.66863 3.15893 -0.261 0.477 -0.404 0.1241
H 4.05636 -5.84501 4.65452 -0.152 0.138 -1.005 0.1259
H 3.09403 -3.72094 3.70229 0.074 -0.734 -0.668 0.1067
C -1.01119 2.61707 2.59965 0.539 -0.113 0.770 -0.0133
N -1.91513 2.74581 1.48250 -0.491 -0.621 -1.058 -0.0953
C -3.21519 3.23032 1.55577 0.850 -0.224 -0.438 0.0381
C -3.65588 3.37996 0.28214 1.112 -0.173 -0.451 0.0269
N -2.61289 3.01448 -0.55258 0.138 -0.722 0.508 -0.1129
C -2.65950 3.25104 -1.98962 -0.163 0.147 -0.624 -0.0089
C -1.57602 2.48413 0.17244 -1.230 1.600 0.863 -0.5494
Se -0.01185 1.69736 -0.54159 -1.097 0.929 -0.430 0.7401
H -1.29126 3.32338 3.38750 -0.057 -0.136 -0.234 0.1268
H 0.00586 2.86737 2.28347 -0.225 -0.019 -0.022 0.0765
H -1.01350 1.60883 3.01543 -0.124 0.028 -0.126 0.0665
H -3.72097 3.44253 2.47712 0.113 0.067 0.257 0.1517
H -4.57689 3.73397 -0.13889 -0.177 0.134 0.116 0.1529
H -3.02913 4.28307 -2.14773 0.206 -0.611 0.046 0.1272
H -1.63571 3.17917 -2.39592 -0.619 -0.078 0.100 0.0788
H -3.36423 2.53710 -2.46511 0.541 0.480 0.172 0.1074
```
Forces are in eV/Å.

Number 1: DFT total energy -124881.1874 eV. Number 2: DFT total energy -70559.5051 eV. Number 3: DFT total energy -144190.5843 eV.